Entry 1:
ORCA calculation (the ωB97M-V functional and the def2-TZVPD basis) on a molecular structure, C22H26N4O4.

Each line ends with the Mulliken charge.
Geometry (Å):
C: -3.9376 -3.0472 1.5261  -1.18
C: -4.6023 -2.0418 0.6664  0.58
C: -4.7048 -1.9271 -0.6802  -0.87
C: -5.6644 -1.1012 -1.4269  0.29
O: -6.4736 -1.6150 -2.4079  -0.69
N: -5.7227 0.1689 -1.0008  -0.03
C: -4.8213 0.8278 -0.1225  -0.12
C: -3.4163 0.5948 -0.3674  -0.76
C: -2.5402 1.3056 0.4436  0.34
C: -2.8773 2.3561 1.2433  -0.91
C: -4.2925 3.0046 1.1883  -0.89
C: -5.2462 2.1865 0.3057  -1.13
H: -6.1518 2.2220 0.2401  0.75
H: -4.5433 3.7684 1.7453  0.59
H: -2.2107 2.9226 1.7250  0.54
C: -1.1760 0.8202 0.7451  0.47
N: -0.1988 1.2952 1.3807  -0.79
O: 0.9375 0.7973 1.3428  -0.27
C: 1.0260 -0.1994 0.3246  2.06
C: 1.4034 -1.4927 1.2618  -1.71
C: 2.8833 -1.6342 0.7429  -0.13
N: 3.0807 -0.4194 0.0869  0.52
C: 4.4079 0.1770 -0.0789  0.46
O: 5.3355 -0.4309 0.5295  -0.72
C: 4.5136 1.5578 -1.0598  0.36
C: 3.9286 2.4431 -0.3239  0.53
C: 3.8865 3.6498 -0.7900  -1.75
H: 2.8947 4.3485 -0.9823  0.25
H: 4.3580 3.9161 -1.5980  0.55
H: 4.3550 4.4297 0.0500  0.25
H: 3.2158 2.3636 0.4942  0.43
C: 5.4675 1.3865 -2.0751  -1.80
H: 6.4020 0.8649 -1.6449  0.32
H: 5.7951 2.2928 -2.2138  0.60
H: 5.0281 0.8901 -2.8343  0.36
C: 2.0137 0.0817 -0.6761  -2.82
H: 1.7824 -0.8028 -1.7130  0.27
H: 2.0160 0.9210 -0.8179  1.65
H: 3.5453 -1.4713 1.7350  0.38
C: 3.1753 -2.8415 0.2463  0.23
O: 2.5371 -3.8578 -0.0293  -0.67
N: 4.4724 -3.0399 0.2288  -0.38
H: 4.8703 -3.9662 -0.4584  0.31
H: 5.1793 -2.4772 0.2445  0.21
H: 0.8442 -2.3823 0.6944  0.31
H: 1.3963 -1.5086 2.1986  0.76
C: -0.4517 -0.4666 -0.0439  -0.82
H: -0.9065 -1.4200 0.2628  0.35
H: -0.5868 -0.1696 -1.2740  0.31
H: -3.2007 -0.2086 -0.7740  1.48
H: -6.3943 0.8570 -1.4940  0.32
H: -4.4111 -2.7646 -1.3066  0.38
H: -5.0551 -1.2068 1.1635  0.37
H: -3.4303 -3.8419 0.8809  0.31
H: -3.1225 -2.6210 2.1766  0.23
H: -4.6127 -3.4939 2.3203  0.33

Frontier orbital gap (eV): 8.53
Relative energy (zero: lowest compared OMol25 entry of this formula, charge and spin) (kJ/mol): 2008.5
Calculated total energy (Eh): -1373.23979
HOMO (Eh): -0.3169
Lowest unoccupied orbital energy (eV): -0.1

=====

Entry 2:
ORCA calculation (the ωB97M-V functional and the def2-TZVPD basis) on 2 unconnected molecules or ions with the total composition C4H8O.

Each line ends with the Mulliken charge.
Geometry (Å):
C: 1.0557 1.4448 0.4815  -0.32
C: 0.1508 0.3829 0.6056  0.42
C: -1.3406 0.1826 0.9627  -1.02
C: 0.7684 -1.4305 -1.1725  -0.90
O: 1.0365 0.4536 1.6547  -0.39
H: 1.9884 1.4383 -0.0322  0.28
H: 0.5132 2.4148 0.6314  0.20
H: -1.3813 -0.8001 1.6607  0.21
H: -1.9197 0.0096 0.1059  0.33
H: -1.7306 0.9900 1.6618  0.34
H: 1.4612 -2.0417 -0.5766  0.25
H: 1.2287 -0.9847 -2.0658  0.29
H: -0.1729 -1.8049 -1.6232  0.30

Frontier orbital gap (alpha / beta) (eV): 8.33 / 9.06
Relative energy (zero: lowest compared OMol25 entry of this formula, charge and spin) (kJ/mol): 543.4
Calculated total energy (Eh): -232.23866
HOMO (alpha / beta) (Eh): -0.2846 / -0.3061
Lowest unoccupied orbital energy (alpha / beta) (eV): 0.6 / 0.7

=====

Entry 3:
ORCA calculation (the ωB97M-V functional and the def2-TZVPD basis) on a gas-phase ion, C8H16O4PS (charge -1).

Each line ends with the Mulliken charge.
Geometry (Å):
C: 1.0660 -1.6134 2.9178  -1.02
C: -0.1395 -0.6916 3.1801  -0.60
P: -1.2733 -0.6271 1.7104  0.20
C: -3.0077 -0.7736 2.3318  -1.17
C: -1.0501 1.1229 1.0993  -0.81
O: 0.1595 1.1706 0.3749  -0.40
C: -0.0341 0.8254 -0.9896  -0.36
C: 1.2149 0.2552 -1.6792  -0.16
S: 2.4289 -0.2750 -0.4271  -0.32
O: 1.8481 1.1707 -2.5055  -0.38
C: 1.1015 1.4195 -3.6859  -0.36
C: 0.9516 0.1904 -4.6149  0.57
O: -0.1765 0.1029 -5.1815  -0.77
O: 1.9166 -0.5750 -4.7081  -0.69
H: 1.1815 -2.3332 3.7225  0.31
H: 1.9841 -1.0513 2.8366  0.24
H: 0.9496 -2.1390 1.9821  0.31
H: 0.2415 0.3028 3.3906  0.31
H: -0.6689 -1.0156 4.0707  0.47
H: -3.5978 -1.2989 1.5948  0.33
H: -3.0579 -1.3464 3.2505  0.34
H: -3.4963 0.1770 2.5296  0.33
H: -1.8710 1.4142 0.4448  0.46
H: -0.9871 1.8276 1.9219  0.49
H: -0.8485 0.1149 -1.0895  0.36
H: -0.3354 1.7199 -1.5318  0.24
H: 0.9204 -0.6535 -2.2000  0.42
H: 2.8545 -1.4086 -0.9984  0.14
H: 0.0993 1.8028 -3.5016  0.18
H: 1.6261 2.1855 -4.2454  0.32

Charge: -1
Frontier orbital gap (eV): 7.13
SMILES: CCP(C)COC[C@H](S)OCC(=O)[O-]
Relative energy (zero: lowest compared OMol25 entry of this formula, charge and spin) (kJ/mol): 0.0
Calculated total energy (Eh): -1354.93099
HOMO (Eh): -0.1586
Lowest unoccupied orbital energy (eV): 2.8

=====

Entry 4:
ORCA calculation (the ωB97M-V functional and the def2-TZVPD basis) on C4H4N2O3S2 in the gas phase.

Each line ends with the Mulliken charge.
Geometry (Å):
C: -0.9012 -1.5117 -0.9617  -0.17
C: 0.0934 0.1775 0.0932  0.40
C: -0.9669 -0.0368 0.9821  -0.15
C: 2.1744 0.9245 -1.3000  -0.94
N: 0.0452 -0.6626 -1.0260  -0.36
N: -0.9594 0.4725 2.3386  0.95
O: -0.2697 1.4611 2.6084  -0.61
O: -1.4024 -0.2761 3.1470  -0.58
O: -3.3256 -1.0380 -0.0554  -0.55
S: 1.2260 1.4970 0.1064  0.03
S: -2.0411 -1.5163 0.5646  0.38
H: -1.1739 -2.1453 -1.7544  0.48
H: 2.6182 1.7833 -1.7629  0.38
H: 1.7974 0.2853 -2.0259  0.36
H: 3.0859 0.5855 -0.9539  0.36

Frontier orbital gap (alpha / beta) (eV): 7.82 / 7.82
Relative energy (zero: lowest compared OMol25 entry of this formula, charge and spin) (kJ/mol): 270.5
Calculated total energy (Eh): -1286.21567
HOMO (alpha / beta) (Eh): -0.3465 / -0.3465
Lowest unoccupied orbital energy (alpha / beta) (eV): -1.6 / -1.6